Entry 1:
Computed, not measured: a structure of composition C38H39Br2F2NO14SSi at a distorted geometry, with the ωB97M-V functional and the def2-TZVPD basis.

XYZ file:
```
98
Properties=species:S:1:pos:R:3:lowdin_charge:R:1
C 4.906 1.040 1.600 -0.042
C 4.123 0.174 0.693 -0.130
C 2.687 0.644 0.062 -0.125
C 2.654 0.663 -1.586 -0.256
C 3.544 2.004 -1.909 -0.072
C 4.259 2.014 -3.353 -0.195
O 5.513 2.037 -3.556 -0.010
C 3.381 -0.593 -2.261 -0.326
O 4.782 -0.765 -2.106 -0.011
S 2.388 -2.050 -1.641 0.815
O 2.784 -2.503 -0.228 -0.309
O 2.785 -3.222 -2.494 -0.317
O 0.839 -1.550 -1.548 -0.242
C 0.358 -0.573 -2.541 -0.229
C 0.641 -1.173 -4.001 -0.490
Br 1.376 -0.186 -5.605 0.680
C 0.439 -2.567 -4.379 -0.625
C -0.158 -3.677 -3.392 -0.129
Br 0.862 -3.294 -6.199 0.644
C -1.261 -0.573 -2.258 -0.255
F -1.941 0.678 -2.384 0.036
F -2.002 -1.311 -3.295 -0.022
C -1.719 -1.228 -0.874 -0.130
C -3.185 -0.715 -0.330 -0.235
Si -4.684 -1.603 -1.128 0.559
C -6.040 -1.788 0.253 -0.207
C -4.271 -3.341 -1.859 -0.209
C -5.355 -0.370 -2.481 -0.224
C -4.998 -0.451 -4.005 -0.069
C -5.566 0.638 -4.985 -0.071
C -6.518 1.822 -4.527 -0.067
C -6.848 1.860 -2.976 -0.071
C -6.281 0.781 -1.951 -0.074
C 1.090 0.829 -2.154 -0.242
C 0.367 1.598 -0.895 -0.090
C 0.456 3.000 -0.589 0.008
N 1.195 1.862 -3.199 0.095
C 0.150 2.347 -3.739 -0.200
O -0.951 2.783 -4.178 0.104
H 5.591 1.889 1.212 0.056
H 4.757 0.858 2.735 0.067
H 4.626 -0.833 0.440 0.106
H 2.626 1.717 0.508 0.112
H 1.942 -0.091 0.523 0.121
H 4.441 2.099 -1.168 0.135
H 2.947 2.982 -1.700 0.132
H 3.588 1.988 -4.302 0.114
H 3.206 -0.503 -3.412 0.132
H 5.170 -1.340 -2.817 0.151
H -0.923 -4.309 -4.002 0.093
H -0.725 -3.276 -2.485 0.057
H 0.629 -4.448 -3.022 0.102
H -1.821 -2.387 -0.902 0.119
H -1.031 -1.016 0.033 0.120
H -3.265 0.432 -0.283 0.094
H -3.192 -1.055 0.788 0.089
H -6.285 -0.701 0.574 0.025
H -6.975 -2.331 -0.166 0.054
H -5.642 -2.351 1.185 0.037
H -5.212 -3.721 -2.432 0.055
H -3.423 -3.327 -2.638 0.022
H -4.086 -4.146 -1.038 0.055
H -4.315 -1.277 -4.401 0.082
H -5.276 0.602 -6.100 0.082
H -6.914 2.622 -5.249 0.083
H -7.507 2.732 -2.612 0.078
H -6.570 0.941 -0.858 0.071
H -0.240 0.959 -0.133 0.124
H -0.105 3.764 -1.260 0.089
H 1.000 3.431 0.334 0.085
C 8.879 2.713 2.541 0.077
C 10.065 2.189 2.859 -0.219
C 10.396 1.814 4.264 -0.312
O 11.482 1.321 4.517 0.111
C 9.386 2.064 5.299 0.077
C 8.202 2.591 4.980 -0.219
C 7.861 2.940 3.572 -0.313
O 6.762 3.403 3.314 0.093
O 7.255 2.831 5.934 0.091
O 11.022 1.975 1.910 0.094
H 8.625 2.987 1.525 0.137
H 9.645 1.804 6.316 0.137
H 6.492 3.210 5.453 0.116
H 11.782 1.590 2.390 0.117
C -5.216 -2.301 5.335 0.078
C -5.870 -2.352 6.497 -0.218
C -6.762 -1.241 6.935 -0.311
O -7.359 -1.329 7.995 0.114
C -6.879 -0.068 6.062 0.079
C -6.222 -0.015 4.901 -0.217
C -5.353 -1.139 4.450 -0.307
O -4.781 -1.065 3.374 0.086
O -6.321 1.071 4.080 0.092
O -5.749 -3.426 7.330 0.095
H -4.567 -3.101 5.003 0.138
H -7.515 0.739 6.400 0.138
H -5.757 0.866 3.309 0.112
H -6.319 -3.224 8.099 0.118
```

Output
* highest occupied orbital energy: -7.3 eV
* molar mass: 991.7 Da

=====

Entry 2:
Computed, not measured: a structure of composition C38H39F5N2O2SbTeZr, with the ωB97M-V functional and the def2-TZVPD basis.

XYZ file:
```
89
Properties=species:S:1:pos:R:3:lowdin_charge:R:1
Zr -1.993 1.557 1.032 1.627
O -3.795 1.146 -0.308 -0.204
C -4.800 0.232 0.154 -0.110
C -4.928 0.452 1.632 -0.226
C -6.068 0.101 2.328 0.021
C -6.094 0.284 3.701 0.001
C -4.979 0.809 4.338 -0.008
C -3.877 1.137 3.579 -0.077
N -3.852 0.970 2.245 -0.002
H -3.620 1.042 -1.253 0.105
H -4.482 -0.795 -0.046 0.145
H -5.742 0.431 -0.356 0.147
H -6.921 -0.304 1.801 0.135
H -6.978 0.024 4.268 0.130
H -4.961 0.965 5.407 0.126
H -2.980 1.539 4.030 0.119
F -3.738 4.305 -1.290 0.062
C -3.399 4.643 -0.031 -0.262
C -2.658 3.774 0.743 -0.190
C -2.388 4.222 2.008 -0.240
F -1.673 3.302 2.791 -0.025
C -2.770 5.424 2.561 -0.143
F -2.473 5.771 3.805 0.149
C -3.501 6.268 1.734 -0.119
F -3.904 7.443 2.182 0.166
C -3.818 5.878 0.435 -0.134
F -4.523 6.697 -0.333 0.151
C 5.105 -5.354 -4.545 -0.021
C 4.171 -4.518 -3.727 -0.217
C 4.479 -4.173 -2.413 0.013
C 3.644 -3.384 -1.639 -0.278
C 4.038 -3.103 -0.215 -0.039
C 2.449 -2.926 -2.232 -0.420
Te 1.113 -1.712 -1.229 1.760
N -1.304 -0.280 0.393 -0.113
C -1.027 -0.512 1.642 -0.620
O -0.988 0.544 2.496 -0.253
C -0.777 -1.842 2.235 -0.209
C -0.970 -2.985 1.459 -0.072
C -0.706 -4.234 1.994 -0.059
C -0.242 -4.343 3.301 -0.052
C -0.049 -3.206 4.074 -0.048
C -0.317 -1.953 3.544 -0.019
C 2.396 -0.449 -0.169 -0.470
C 2.215 -0.409 1.214 -0.146
C 3.006 0.421 1.988 -0.049
C 3.957 1.221 1.370 -0.039
C 4.118 1.184 -0.008 -0.029
C 3.351 0.344 -0.815 -0.314
C 3.614 0.305 -2.296 -0.052
C 2.083 -3.297 -3.548 -0.308
C 0.794 -2.848 -4.184 -0.086
C 2.962 -4.078 -4.270 0.011
H 5.902 -5.777 -3.938 0.086
H 5.560 -4.747 -5.331 0.101
H 4.569 -6.167 -5.036 0.095
H 5.394 -4.550 -1.972 0.131
H 4.741 -3.858 0.129 0.094
H 3.184 -3.117 0.464 0.070
H 4.525 -2.131 -0.117 0.090
H -1.350 -2.876 0.451 0.085
H -0.869 -5.125 1.402 0.113
H -0.035 -5.320 3.719 0.116
H 0.308 -3.298 5.091 0.116
H -0.172 -1.059 4.135 0.121
H 1.474 -1.043 1.691 0.081
H 2.878 0.442 3.062 0.120
H 4.579 1.880 1.962 0.120
H 4.865 1.813 -0.475 0.126
H 4.288 -0.516 -2.547 0.096
H 4.086 1.230 -2.623 0.094
H 2.705 0.170 -2.884 0.036
H -0.073 -3.074 -3.557 0.064
H 0.643 -3.358 -5.133 0.091
H 0.796 -1.775 -4.386 0.076
H 2.702 -4.363 -5.283 0.133
C 0.696 1.963 -2.959 -0.313
Sb -0.771 2.663 -1.579 1.356
C 0.458 2.667 0.222 -0.313
C -0.597 4.745 -1.961 -0.279
H 1.678 2.346 -2.683 0.015
H 0.431 2.328 -3.950 0.022
H 0.714 0.874 -2.982 -0.045
H 1.497 2.730 -0.106 0.029
H 0.447 1.743 0.821 -0.022
H 0.251 3.536 0.846 0.025
H 0.422 4.965 -2.273 0.024
H -0.830 5.293 -1.051 0.012
H -1.293 5.037 -2.743 0.021
```

Output
* net charge: +2
* 2S+1: 2
* highest occupied orbital energy (spin up / spin down): -13.6 / -13.7 eV
* ΔE to the lowest compared entry with this formula, charge and spin: 19.6 kJ/mol
* molar mass: 991.3 Da

=====

Entry 3:
Computed, not measured: a cluster of 3 separate species, C38H40BBr2ClF9NO4S in total at a distorted geometry, with the ωB97M-V functional and the def2-TZVPD basis.

XYZ file:
```
97
Properties=species:S:1:pos:R:3:lowdin_charge:R:1
C 0.774 -3.207 -2.971 0.088
C 0.413 -2.174 -2.451 -0.101
C 0.197 -0.796 -1.964 -0.072
C 0.124 0.258 -2.906 -0.079
C 0.197 0.136 -4.442 -0.393
F -0.055 -1.101 -4.955 0.105
F 1.399 0.681 -4.880 0.057
C -0.920 1.066 -5.039 -0.119
C -0.681 2.044 -6.033 0.003
C -1.816 2.781 -6.496 -0.051
C -3.125 2.540 -6.002 -0.013
C -3.348 1.568 -4.990 -0.092
C -4.708 1.216 -4.383 -0.530
F -4.886 -0.142 -4.539 0.102
F -5.754 1.837 -4.953 0.146
F -4.685 1.396 -3.029 0.123
C -2.229 0.836 -4.520 0.046
C -0.025 1.599 -2.418 -0.005
C -0.104 1.849 -1.039 -0.072
C -0.040 0.758 -0.129 -0.412
C 0.088 -0.614 -0.523 -0.145
N 0.133 -1.726 0.379 -0.035
C -0.963 -2.651 0.313 -0.578
Br -0.788 -4.471 -0.430 0.864
C -2.229 -2.396 0.707 -0.673
C -3.388 -3.425 0.596 -0.180
Br -2.736 -0.690 1.416 0.836
C 0.683 -1.486 1.675 -0.138
C 0.639 -0.223 2.370 -0.415
C 1.177 -0.013 3.658 -0.552
Cl 1.070 1.587 4.434 0.694
C 1.816 -1.052 4.378 -0.169
C 2.413 -0.947 5.799 -0.103
C 1.388 -1.652 6.784 -0.049
C 0.050 -0.894 6.914 -0.571
F -0.818 -1.168 5.900 0.120
F 0.170 0.435 7.109 0.104
F -0.580 -1.381 8.047 0.077
C 1.910 -2.286 3.695 -0.150
F 2.549 -3.311 4.356 0.054
C 1.379 -2.521 2.400 0.087
B 1.658 -4.008 1.860 -0.621
O 2.806 -4.264 1.131 0.182
O 0.736 -5.016 2.164 -0.045
C 1.121 -5.846 3.285 -0.222
C 0.362 -7.211 3.184 -0.063
S -0.098 1.248 1.613 0.917
H 1.188 -4.165 -3.272 0.054
H 0.326 2.225 -6.432 0.119
H -1.745 3.547 -7.287 0.107
H -4.005 3.088 -6.383 0.119
H -2.383 0.067 -3.742 0.145
H -0.051 2.474 -3.089 0.132
H -0.205 2.887 -0.682 0.117
H -4.293 -3.004 1.084 0.058
H -3.630 -3.477 -0.490 0.084
H -3.130 -4.402 1.038 0.057
H 3.338 -1.558 5.862 0.122
H 2.577 0.112 6.075 0.096
H 1.141 -2.669 6.414 0.131
H 1.822 -1.691 7.806 0.134
H 3.097 -5.164 1.357 0.113
H 0.769 -5.341 4.211 0.124
H 2.221 -5.998 3.250 0.121
H 0.880 -7.887 3.909 0.079
H -0.689 -7.111 3.521 0.079
H 0.449 -7.648 2.171 0.081
C -3.342 3.257 4.552 -0.073
C -2.778 3.784 3.244 -0.282
O -3.426 3.265 2.095 -0.179
C -4.808 3.552 1.968 -0.280
C -5.116 5.037 1.877 -0.080
H -3.357 2.165 4.552 0.082
H -2.738 3.601 5.393 0.078
H -4.367 3.598 4.715 0.066
H -1.732 3.481 3.165 0.093
H -2.787 4.880 3.225 0.109
H -5.372 3.082 2.781 0.108
H -5.134 3.069 1.045 0.118
H -4.880 5.554 2.810 0.066
H -6.176 5.194 1.670 0.076
H -4.528 5.504 1.086 0.082
C 6.898 2.447 -5.379 -0.083
C 6.416 2.760 -3.973 -0.285
O 5.037 3.076 -3.902 -0.160
C 4.139 2.059 -4.317 -0.282
C 4.237 0.791 -3.484 -0.074
H 6.630 3.252 -6.067 0.081
H 7.982 2.319 -5.391 0.075
H 6.450 1.528 -5.763 0.065
H 6.948 3.640 -3.606 0.117
H 6.656 1.942 -3.285 0.106
H 4.271 1.842 -5.382 0.109
H 3.136 2.475 -4.207 0.106
H 5.199 0.293 -3.623 0.067
H 3.455 0.087 -3.770 0.060
H 4.136 1.019 -2.422 0.085
```

Output
* structure (SMILES): C#Cc1c(C(F)(F)c2cccc(C(F)(F)F)c2)ccc2c1N(/C(Br)=C(/C)Br)c1c(c(Cl)c(CCC(F)(F)F)c(F)c1B(O)OCC)S2.CCOCC.CCOCC
* highest occupied orbital energy: -8.0 eV
* molar mass: 983.9 Da

=====

The highest molar mass belongs to which entry?
C38H39Br2F2NO14SSi